1.
# C4H5N2O2S3

A molecular structure, C4H5N2O2S3 in a non-equilibrium geometry (ωB97M-V with the def2-TZVPD basis set, OMol25).

E_LUMO (alpha / beta) in Eh: 0.0613 / 0.0779
Highest occupied orbital energy (alpha / beta) in Eh: -0.160 / -0.154
Frontier orbital gap (alpha / beta) in eV: 6.0 / 6.3
Largest force on an atom in eV/A: 3.68
Net charge: -1
E in eV: -43807.1574

Structure (XYZ):
```
16
Properties=species:S:1:pos:R:3:forces:R:3:lowdin_charge:R:1
S -0.404039 2.646064 -0.605738 -0.6 -0.5 0.4 0.725
S -1.068831 -1.041293 -2.038825 -0.3 0.5 -0.7 0.504
S -2.674513 -1.342183 1.084744 0.7 0.5 -0.5 0.481
O 2.992798 -1.037762 0.690476 0.9 -0.6 0.6 0.050
O 1.497841 -1.608904 -0.846523 -0.7 1.1 -0.2 -0.040
N -1.271250 -0.531159 0.530550 -1.8 -0.8 3.1 -0.596
N -0.126540 0.988554 -0.821424 1.2 0.5 0.4 -0.446
C -0.283288 -0.236705 1.361729 0.4 -0.5 2.7 -0.216
C 1.883221 -0.944461 0.216220 0.1 0.6 -1.7 -0.612
C 1.027457 0.035777 0.940386 -2.1 0.3 0.1 -0.003
C -1.288767 0.170945 -0.686695 1.2 -1.2 -2.2 -0.962
H -2.180672 0.723088 -0.784468 -1.3 0.5 0.1 0.045
H 0.275158 2.886105 -1.689384 0.7 0.8 -0.8 -0.169
H 1.508514 0.693908 1.641199 0.8 0.0 -0.1 0.107
H 0.636634 -1.137929 -1.511551 0.4 -1.2 1.4 -0.015
H -0.523717 -0.264039 2.519299 0.3 0.1 -2.5 0.147
```
Positions in Å, forces in eV/Å.

=====

2.
# C4H5N2O3

A gas-phase ion, C4H5N2O3 (charge -1) in a non-equilibrium geometry (ωB97M-V with the def2-TZVPD basis set, OMol25).

E_LUMO in Eh: 0.1483
Highest occupied orbital energy in Eh: -0.077
Frontier orbital gap in eV: 6.1
SMILES: COn1c(=O)ccn1[O-]
Largest force on an atom in eV/A: 5.45
Net charge: -1
E in eV: -13347.7564

Structure (XYZ):
```
14
Properties=species:S:1:pos:R:3:forces:R:3:lowdin_charge:R:1
O -0.320370 -0.871603 -1.548666 -0.8 -0.7 -1.4 -0.103
O -1.307365 1.718172 -0.995134 -1.6 0.0 -0.3 -0.061
O 2.448858 -1.023985 -0.681620 0.6 -1.9 -0.8 -0.182
N 1.692748 -0.033190 -0.538899 -1.8 4.9 1.6 -0.273
N 0.360923 0.201098 -1.127102 2.6 -3.3 0.1 -0.028
C -1.288700 -1.408282 -0.628275 -0.8 1.6 0.1 -0.060
C 1.957936 1.195566 0.022027 0.8 -2.2 -0.8 -0.101
C 0.896783 2.092435 -0.083131 -0.3 0.6 0.4 -0.061
C -0.154911 1.358189 -0.742097 0.1 3.5 0.9 -0.594
H 0.797140 3.151003 0.327120 0.2 -1.9 -0.7 0.095
H -0.723776 -1.942193 0.100296 0.2 -0.9 0.7 0.059
H -2.043827 -2.065223 -1.199516 1.3 1.2 0.8 0.108
H 2.992247 1.239583 0.365307 -0.4 0.4 0.1 0.105
H -1.759388 -0.514482 -0.102865 0.0 -1.3 -0.8 0.095
```
Positions in Å, forces in eV/Å.

=====

3.
# C4H5N2O3S

A gas-phase ion, C4H5N2O3S (charge -1) in a non-equilibrium geometry (ωB97M-V with the def2-TZVPD basis set, OMol25).

E_LUMO (alpha / beta) in Eh: 0.1096 / 0.1096
Highest occupied orbital energy (alpha / beta) in Eh: -0.165 / -0.165
Frontier orbital gap (alpha / beta) in eV: 7.5 / 7.5
Largest force on an atom in eV/A: 4.13
Net charge: -1
E in eV: -24185.2608

Structure (XYZ):
```
15
Properties=species:S:1:pos:R:3:forces:R:3:lowdin_charge:R:1
S -3.495609 3.979607 0.118254 -1.1 0.9 1.7 0.407
O -4.912707 3.818026 -0.189215 0.9 0.3 -0.5 -0.386
O -3.141547 3.317837 1.375930 0.0 0.4 -0.8 -0.383
O -2.905559 5.326394 -0.021509 -0.7 -1.3 -0.3 -0.387
N -1.579971 2.659102 -0.620378 1.8 -0.1 -0.1 -0.033
N -0.347568 0.147431 -0.141827 -0.1 0.7 0.2 -0.056
C -2.508456 3.127268 -1.259769 1.2 -0.5 1.7 -0.045
C -0.454767 2.499352 0.105878 -2.6 2.1 -2.4 -0.127
C 0.399694 -1.042685 0.250845 -1.6 0.4 0.4 -0.172
C 0.127228 1.254181 0.314148 0.7 -2.7 0.3 -0.247
H 0.083962 3.426929 0.207539 0.2 0.0 0.3 0.108
H 0.184294 -1.169415 1.344664 0.4 -0.5 -0.8 0.079
H 1.433523 -0.781675 0.089853 0.7 -0.8 0.0 0.048
H 0.002724 -1.913135 -0.336901 0.8 0.7 0.6 0.073
H 1.097593 1.199568 0.885625 -0.7 0.5 -0.3 0.119
```
Positions in Å, forces in eV/Å.

=====

4.
# C4H5N2P

2 unconnected molecules or ions with the total composition C4H5N2P in a non-equilibrium geometry (ωB97M-V with the def2-TZVPD basis set, OMol25).

E_LUMO in Eh: 0.0101
Highest occupied orbital energy in Eh: -0.330
Frontier orbital gap in eV: 9.3
SMILES: c1c[nH]cn1.C#P
Largest force on an atom in eV/A: 2.89
E in eV: -16495.3382

Structure (XYZ):
```
12
Properties=species:S:1:pos:R:3:forces:R:3:lowdin_charge:R:1
P -3.146817 0.031470 -1.007637 -0.5 0.0 0.4 0.677
N 0.426756 -1.113702 0.175433 0.8 -0.8 0.4 0.023
N 0.813520 1.006043 -0.126499 0.1 1.3 -0.8 0.034
C -2.872982 0.172871 0.495879 0.3 -0.2 -1.9 -0.539
C 0.485492 -0.106112 -0.712343 -1.4 -0.2 -1.7 -0.279
C 0.902124 -0.603181 1.356557 -0.4 -2.4 1.5 -0.148
C 1.062548 0.734959 1.182021 0.5 0.3 1.1 -0.181
H 1.101359 -1.417816 2.102570 -0.3 1.7 -0.2 0.121
H 0.146601 -0.256260 -1.773201 0.6 0.4 1.3 0.122
H -2.254110 0.269572 1.331338 0.2 0.2 1.5 -0.097
H 1.309965 1.509256 1.955801 -0.1 -1.0 -1.2 0.113
H 0.137064 -2.088236 0.088056 0.3 0.7 -0.4 0.154
```
Positions in Å, forces in eV/Å.

=====

5.
# C4H5N2P

A single C4H5N2P molecule (ωB97M-V with the def2-TZVPD basis set, OMol25).

E_LUMO in Eh: -0.0119
Highest occupied orbital energy in Eh: -0.371
Frontier orbital gap in eV: 9.8
SMILES: N#C[C@@H]1CN=PC1
Largest force on an atom in eV/A: 0.82
E in eV: -16496.9232

Structure (XYZ):
```
12
Properties=species:S:1:pos:R:3:forces:R:3:lowdin_charge:R:1
P 2.054469 -1.082221 0.268180 -0.4 0.1 0.4 0.924
N 1.582801 -0.681112 -1.156678 0.7 -0.3 -0.2 -0.342
N -2.213659 -2.084112 -0.142726 -0.4 -0.5 0.0 0.164
C 0.500884 -0.465689 1.161479 0.4 -0.1 0.1 -0.355
C 0.307188 -0.073976 -1.300246 -0.5 0.4 -0.4 -0.304
C -1.465910 -1.222784 -0.061329 -0.2 -0.1 0.0 -0.238
C -0.498924 -0.158005 0.035109 0.4 0.4 0.0 -0.354
H 0.123164 -1.213294 1.861828 0.0 0.1 0.0 0.069
H -1.036771 0.777025 0.215141 0.1 -0.1 0.0 0.140
H -0.229088 -0.568897 -2.116306 0.0 0.2 0.1 0.114
H 0.456177 0.970676 -1.595176 -0.1 -0.1 0.0 0.115
H 0.762135 0.429862 1.733139 0.0 -0.1 0.0 0.068
```
Positions in Å, forces in eV/Å.

=====

6.
# C4H5N2PS2

2 unconnected molecules or ions with the total composition C4H5N2PS2 in a non-equilibrium geometry (ωB97M-V with the def2-TZVPD basis set, OMol25).

E_LUMO in Eh: 0.0088
Highest occupied orbital energy in Eh: -0.323
Frontier orbital gap in eV: 9.0
Largest force on an atom in eV/A: 4.90
E in eV: -38166.1680

Structure (XYZ):
```
14
Properties=species:S:1:pos:R:3:forces:R:3:lowdin_charge:R:1
S 3.062600 -0.497167 1.247451 1.0 0.5 -0.7 0.707
S 3.089235 0.525136 -1.711238 0.1 -0.1 1.2 0.662
P -0.001707 -2.108831 -0.560085 -2.4 -0.2 -0.5 0.853
N 0.530127 0.200078 0.418012 -2.7 3.8 1.4 -0.122
N -0.520647 -0.513613 0.089756 -1.2 -3.4 -1.6 -0.470
C -0.076350 1.404040 0.727777 3.3 0.7 0.0 -0.146
C 3.103604 0.087090 -0.196201 0.3 -0.5 -0.4 -1.405
C -1.448617 1.411908 0.452988 1.5 0.0 0.8 -0.105
C -1.718973 0.141325 0.069548 -2.0 -1.0 -1.0 -0.155
H -2.047666 2.255614 0.615925 -1.0 0.7 0.0 0.080
H -1.156916 -3.000625 -0.066957 1.3 1.3 -0.5 -0.082
H 0.587450 2.275352 1.083835 -1.3 -1.6 -0.7 0.130
H -2.752248 -0.263731 -0.281405 2.5 0.3 0.8 0.146
H -0.649891 -1.916571 -1.889400 0.6 -0.3 1.2 -0.093
```
Positions in Å, forces in eV/Å.

=====

7.
# C4H5N2S2

A gas-phase ion, C4H5N2S2 (charge -1) in a non-equilibrium geometry (ωB97M-V with the def2-TZVPD basis set, OMol25).

E_LUMO in Eh: 0.1301
Highest occupied orbital energy in Eh: -0.096
Frontier orbital gap in eV: 6.1
Largest force on an atom in eV/A: 5.25
Net charge: -1
E in eV: -28876.3153

Structure (XYZ):
```
13
Properties=species:S:1:pos:R:3:forces:R:3:lowdin_charge:R:1
S 4.308507 -1.819938 0.190011 0.5 -0.5 0.2 0.409
S 2.411318 2.168673 -0.339220 0.2 -3.0 0.8 0.792
N 4.046444 2.112975 0.045400 0.3 2.9 -0.6 -0.510
N 4.661872 0.965444 0.060888 -0.8 -2.0 0.7 -0.191
C 0.122245 -1.045659 0.388170 -2.5 -2.3 0.5 -0.170
C 0.499346 0.078194 -0.449807 1.6 4.8 -1.4 -0.435
C 1.911624 0.614432 -0.153891 0.0 1.1 -0.3 -0.465
C 4.353655 -0.207144 0.186517 -0.5 0.8 -0.7 -0.842
H -0.908377 -1.400518 0.041843 1.0 0.3 0.7 0.082
H -0.194146 0.960895 -0.379609 -0.1 -0.7 0.7 0.085
H 0.491715 0.117831 -1.562997 0.0 -1.6 0.4 0.103
H 0.747507 -1.931674 0.323582 0.4 0.1 -0.2 0.058
H 0.061858 -0.813837 1.476043 0.0 0.2 -0.8 0.084
```
Positions in Å, forces in eV/Å.

=====

8.
# C4H5N3

A single C4H5N3 molecule (ωB97M-V with the def2-TZVPD basis set, OMol25).

E_LUMO in Eh: -0.0064
Highest occupied orbital energy in Eh: -0.262
Frontier orbital gap in eV: 6.9
Largest force on an atom in eV/A: 0.85
E in eV: -8695.6236

Structure (XYZ):
```
12
Properties=species:S:1:pos:R:3:forces:R:3:lowdin_charge:R:1
N 1.500133 -1.306808 -0.094815 -0.3 0.2 0.0 0.045
N -1.925967 0.507515 -0.016680 0.5 0.0 0.0 0.174
N 1.840472 1.047987 0.209390 -0.7 -0.2 0.0 0.004
C -0.310673 0.169638 0.034151 -0.3 0.1 0.0 -0.252
C 0.469142 1.295423 0.215132 -0.2 -0.2 0.0 -0.152
C 2.254021 -0.203192 0.058792 -0.2 0.0 0.0 -0.258
C 0.178443 -1.120139 -0.116645 -0.1 0.1 0.0 -0.155
H -0.425978 -2.019747 -0.254163 0.0 0.2 0.0 0.099
H 3.338410 -0.382595 0.058331 -0.4 0.1 0.0 0.100
H -2.638528 -0.116380 0.394279 0.8 -0.1 0.0 0.142
H -1.997950 1.408560 0.475974 0.4 -0.1 -0.1 0.116
H -2.261148 0.696188 -0.968608 0.5 -0.1 0.1 0.137
```
Positions in Å, forces in eV/Å.

=====

9.
# C4H5N3

3 unconnected molecules or ions with the total composition C4H5N3 in a non-equilibrium geometry (ωB97M-V with the def2-TZVPD basis set, OMol25).

E_LUMO in Eh: -0.0405
Highest occupied orbital energy in Eh: -0.354
Frontier orbital gap in eV: 8.5
Largest force on an atom in eV/A: 1.23
E in eV: -8693.1184

Structure (XYZ):
```
12
Properties=species:S:1:pos:R:3:forces:R:3:lowdin_charge:R:1
N 1.946382 -1.339049 -2.951611 -0.6 0.5 0.8 0.179
N -1.841489 0.794935 0.125380 0.1 0.8 -0.9 -0.159
N 0.416379 -0.618040 0.064261 0.0 0.2 -0.3 0.097
C -0.455374 0.264010 1.733786 0.2 -0.1 0.3 0.133
C 0.618152 -0.115007 -1.079307 -0.1 -0.1 0.3 -0.160
C 1.362829 -0.794921 -2.113638 0.5 -0.5 -0.7 -0.152
C -1.668454 1.644891 -0.680258 -0.2 -0.8 0.8 -0.237
H -0.979243 -0.639603 2.014839 0.0 0.1 -0.1 0.056
H 0.159898 0.859384 -1.303273 0.1 -0.1 0.0 0.046
H 0.597597 0.302299 1.996234 -0.1 -0.1 0.0 0.047
H -0.978924 1.179973 1.955391 0.1 -0.1 -0.1 0.027
H 0.822246 -1.538873 0.238196 0.0 0.1 0.0 0.123
```
Positions in Å, forces in eV/Å.

=====

10.
# C4H5N3

A molecular structure, C4H5N3 in a non-equilibrium geometry (ωB97M-V with the def2-TZVPD basis set, OMol25).

E_LUMO (alpha / beta) in Eh: -0.0284 / -0.0284
Highest occupied orbital energy (alpha / beta) in Eh: -0.276 / -0.275
Frontier orbital gap (alpha / beta) in eV: 6.7 / 6.7
Largest force on an atom in eV/A: 5.17
E in eV: -8693.6400

Structure (XYZ):
```
12
Properties=species:S:1:pos:R:3:forces:R:3:lowdin_charge:R:1
N -0.536624 0.459366 -0.447756 -0.6 1.0 -0.9 -0.029
N -1.417825 -1.710612 -1.431779 0.6 1.1 0.2 0.159
N 2.198317 0.644409 0.370605 -1.9 1.2 0.3 0.158
C -0.877459 -0.828229 -0.893682 -1.1 -0.2 0.0 -0.350
C 1.125939 0.004667 0.371297 3.4 -3.7 1.2 -0.306
C 0.825801 -1.328274 0.637787 -0.4 1.3 0.2 -0.067
C -1.434573 1.340647 -0.188166 -0.5 -0.5 -0.2 0.071
H 1.349929 -2.119592 0.121546 0.0 0.2 -0.1 0.067
H 0.279218 -1.582001 1.534390 -0.2 0.1 -0.1 0.057
H -2.498890 1.161435 -0.297606 0.0 -0.4 0.0 0.094
H -1.204580 2.342419 0.148574 0.7 -0.1 0.1 0.088
H 2.190748 1.615766 0.074791 0.0 0.1 -0.7 0.058
```
Positions in Å, forces in eV/Å.

=====

The records above yield energy above the lowest of the compared OMol25 structures with the same formula, charge and spin values of 72.7; 109.2; 64.5; 37.1; 0.5; 7.7; 84.3; 96.6; 154.4; 142.3 kcal per mole, respectively.